# 1
A molecular structure, C15H32O15V, computed with ωB97M-V/def2-TZVPD.

Geometry as XYZ:
```
63
Properties=species:S:1:pos:R:3
O 0.973 -1.422 -3.211
H -3.116 -3.621 5.766
C -2.530 0.868 -2.281
H -2.184 1.766 -1.769
H 2.876 0.734 6.654
H -0.243 -0.711 2.498
O 2.607 0.160 4.792
H 2.114 -1.866 1.123
O -4.056 -0.548 2.670
C -3.072 0.434 -6.894
O -2.041 -2.388 3.473
H 1.502 -0.133 1.171
H -1.985 -3.701 7.113
H 3.487 1.601 -3.306
C 2.271 -0.845 1.471
O -2.461 0.981 -5.751
C -1.421 -1.954 4.477
O 2.166 3.773 -1.738
H 4.226 1.316 5.650
H -2.707 0.995 -7.754
O -1.911 -1.042 0.689
C 2.017 -0.728 -2.823
H -1.518 0.363 3.134
H 0.896 1.107 -0.603
C 0.410 2.756 -3.017
C 3.150 1.145 5.683
H 0.127 0.762 3.560
C -2.058 -3.626 6.029
C 0.168 -2.005 -2.193
V -3.266 -2.088 1.686
H -1.517 -4.530 5.750
C -2.561 0.263 -4.590
H -4.157 0.502 -6.824
H -4.620 0.128 3.093
C 2.899 0.223 3.513
O -1.354 -2.452 5.657
H 0.889 3.313 -3.823
O 2.426 -0.532 -1.662
O 3.443 1.192 2.917
H -3.612 0.748 -2.225
H 3.229 -0.565 1.033
H 4.161 0.678 -4.734
H 0.235 1.713 -3.281
C 0.910 2.185 -0.443
H -0.790 -2.304 -2.619
C -0.538 -0.071 3.330
O -0.644 -0.879 4.506
H -2.771 -0.601 -7.053
H -2.067 -0.022 -1.855
H -0.046 2.570 -0.088
O 2.426 -0.858 2.924
C 3.738 0.628 -3.731
H 4.399 0.117 -3.031
H 2.721 2.143 5.594
H -0.585 3.136 -2.785
O -3.121 -0.830 -4.423
H -1.412 -0.216 0.540
H 0.660 -2.882 -1.772
O -2.162 1.118 -3.608
H 1.613 2.467 0.342
C 1.273 2.936 -1.705
H -0.001 -1.293 -1.385
O 2.513 -0.111 -3.862
```

* 2S+1: 3
* net charge: +1
* energy: -2663.0203 Ha
* ⟨S²⟩: 2.0840
* HOMO-LUMO gap (alpha / beta): 4.379 / 5.517 eV
* HOMO energy (alpha / beta): -11.273 / -11.273 eV
* largest force on an atom: 0.1565 Eh/bohr

# 2
3 unconnected molecules or ions with the total composition C15H33BINO7P, computed with ωB97M-V/def2-TZVPD.

Geometry as XYZ:
```
59
Properties=species:S:1:pos:R:3
C -0.065 2.397 1.503
C -1.618 -1.733 -1.450
H 2.471 4.297 2.441
H -0.141 6.316 3.691
H 3.342 -3.577 -3.570
H 0.158 -3.272 0.877
H 1.036 -6.000 -1.307
O -5.404 0.078 1.150
H 2.632 -5.505 -0.705
C -0.151 -2.220 -1.115
C 0.560 5.866 4.402
H 1.974 -7.120 -3.201
H -1.625 1.854 -1.376
C -1.552 0.914 -0.736
H 0.035 5.693 5.344
O 0.997 4.615 3.860
B -3.815 0.574 -0.802
N -1.312 0.104 -3.201
C 2.715 -6.651 -2.547
P 0.110 1.132 0.102
H 2.065 1.650 -0.629
O -3.208 -0.093 -1.964
H 4.518 -5.506 -2.790
H 2.084 -4.555 -4.353
H 2.382 6.685 2.504
H -6.773 -1.309 1.239
H 2.986 4.188 4.137
C 3.611 -5.735 -3.357
H -2.350 -2.051 -0.667
I -4.752 2.518 -1.475
H -0.983 1.072 -3.214
C -4.935 -0.409 -0.135
C 2.357 4.742 3.431
H 3.253 -7.441 -2.021
H -2.164 0.134 -3.761
H 0.118 3.429 1.116
O 1.937 -4.428 -2.309
C -1.756 -0.218 -1.829
H 2.270 6.517 5.538
O 1.211 1.829 -1.034
H 0.619 -1.668 -1.705
C 2.750 -4.490 -3.486
H 1.586 7.795 4.522
H -5.817 -0.602 -0.791
H -1.090 2.380 1.953
H 3.908 -6.149 -4.321
H -1.919 -2.299 -2.373
O -2.715 0.999 0.083
C 1.799 6.726 4.573
C 2.033 -5.672 -1.608
O -6.714 -0.352 1.411
C 0.150 -2.250 0.437
H -0.546 -1.557 0.973
H -4.428 -1.398 0.076
H -0.092 -3.279 -1.477
H 0.661 2.182 2.326
H 3.746 6.423 3.601
C 2.684 6.224 3.449
H 1.168 -1.797 0.572
```

* net charge: -1
* energy: -1836.6678 Ha
* HOMO-LUMO gap: 7.121 eV
* HOMO energy: -4.622 eV
* largest force on an atom: 0.0625 Eh/bohr

# 3
5 unconnected molecules or ions with the total composition C15H33BIO6P, computed with ωB97M-V/def2-TZVPD.

Geometry as XYZ:
```
57
Properties=species:S:1:pos:R:3
H -2.160 5.383 2.234
H -1.790 0.463 4.537
C 3.271 2.878 -1.372
C 3.572 4.417 -3.409
O -1.529 -6.740 2.494
O -0.328 -5.696 4.776
H -0.112 -9.453 2.159
C -1.839 5.333 1.196
C 3.071 4.236 -2.000
H -3.134 -3.237 4.989
C -0.488 -8.645 1.530
H -1.538 3.822 -1.191
O 2.530 5.135 -1.397
H -3.278 -9.152 1.717
H 1.286 3.939 -9.011
H -3.541 -8.088 3.113
O -1.138 3.139 1.785
C -1.879 -1.254 3.266
H 0.322 -7.951 1.319
C 2.106 3.846 -8.298
H 2.517 2.841 -8.355
C -1.605 -7.919 2.236
H 1.732 6.246 -6.823
H 2.867 2.880 -0.363
H -2.702 5.489 0.547
H -1.108 6.121 1.009
C -0.718 3.733 -0.475
C -1.184 -0.416 4.344
H -0.231 -0.048 3.986
C -1.223 3.982 0.924
H 0.812 -3.396 5.432
C 1.606 4.108 -6.899
I -1.231 -0.486 1.331
H 3.066 3.716 -4.075
C 0.998 5.462 -6.630
H 0.134 5.620 -7.277
H 0.681 5.519 -5.591
H -0.302 2.730 -0.534
H -0.852 -9.066 0.591
C -2.820 -8.727 2.612
O 1.688 3.270 -6.031
P -0.976 -4.599 5.814
H -0.455 -2.839 3.137
H -1.060 -0.969 5.272
H -0.367 -5.435 3.841
H 3.364 5.433 -3.737
H 4.649 4.241 -3.448
O 0.320 -3.640 6.235
B -2.013 -3.436 4.637
C -1.520 -2.725 3.329
H 0.061 4.457 -0.724
H -2.534 -9.538 3.284
H -2.944 -1.078 3.313
H 4.335 2.639 -1.331
H -2.032 -3.227 2.503
H 2.884 4.566 -8.557
H 2.759 2.116 -1.962
```

* energy: -1706.6680 Ha
* SMILES: C[C@@H](I)CBP(O)O.CC(C)=O.CC(C)=O.CC(C)=O.CC(C)=O
* HOMO-LUMO gap: 7.923 eV
* HOMO energy: -8.091 eV
* largest force on an atom: 0.0278 Eh/bohr

# 4
A molecular structure, C15H33Br2CaN7O2P, computed with ωB97M-V/def2-TZVPD.

Geometry as XYZ:
```
61
Properties=species:S:1:pos:R:3
H 2.261 2.804 0.535
H 1.217 0.819 3.804
Br 4.485 -1.808 -3.255
H 3.266 -2.536 1.154
H 4.916 -0.295 -0.262
P -1.783 -0.820 -0.180
H 3.744 1.770 -0.846
H 3.328 1.185 2.644
H 4.270 -0.290 1.360
N -4.065 -1.398 1.294
H 0.724 4.859 -0.356
N 2.517 1.867 0.832
H -0.021 -0.482 2.111
H 0.328 1.728 2.586
H 4.651 2.006 0.641
C 2.456 1.744 2.299
C -3.942 -2.816 0.944
H 1.423 -2.050 2.740
C 3.574 -0.590 -4.441
C 3.797 1.478 0.206
H -2.882 0.280 1.704
H -4.951 0.326 0.497
H -5.253 -2.779 -1.332
H 2.700 -0.873 2.751
H -4.935 -3.262 1.004
C -0.830 3.750 -1.078
N -3.417 -3.059 -0.400
H -0.691 5.163 0.387
H -1.055 4.383 -1.944
H 3.252 -1.156 -5.303
H 3.137 -1.334 -0.973
H 4.269 0.195 -4.701
C 1.878 -1.256 2.145
C 1.172 1.051 2.735
H -1.653 -2.856 -1.508
H -1.782 3.370 -0.711
C 2.439 -1.878 0.866
O 1.241 2.656 -1.547
O -0.611 1.486 -1.851
H -1.406 -3.209 0.190
C -3.117 -0.200 -1.297
N 2.876 -0.857 -0.116
C -0.022 2.574 -1.565
N -4.385 -0.908 -1.096
C -2.020 -2.630 -0.505
H -3.302 -3.314 1.674
C -4.255 -2.342 -1.365
N -0.115 4.424 0.005
Ca 0.972 0.610 -0.526
H -2.186 -1.249 2.205
H 1.686 -2.501 0.379
C -2.750 -0.762 1.403
N 0.915 -0.154 1.913
Br 2.036 0.263 -3.719
H -3.849 -2.484 -2.367
H -2.785 -0.300 -2.331
C 4.037 -0.030 0.326
C -4.883 -0.739 0.270
H 2.519 2.722 2.777
H -3.252 0.869 -1.128
H -5.885 -1.167 0.319
```

* net charge: +1
* energy: -7292.0504 Ha
* energy relative to the best compared isomer or geometry (same formula, charge and spin): 33.1 kcal/mol
* HOMO-LUMO gap: 8.670 eV
* HOMO energy: -10.712 eV
* largest force on an atom: 0.0208 Eh/bohr

# 5
A molecular structure, C15H33CsGaNOS2, computed with ωB97M-V/def2-TZVPD.

Geometry as XYZ:
```
54
Properties=species:S:1:pos:R:3
H -3.954 1.034 4.224
H -1.015 -0.653 1.470
H -1.985 2.464 5.023
H 0.111 0.270 3.098
H -0.476 3.455 -5.456
H 0.348 -1.942 6.224
H 2.339 -1.056 3.824
C 1.890 -1.400 0.668
C 0.357 2.628 -5.240
H 1.015 -3.813 2.792
H 2.159 -0.387 5.600
H 1.558 -3.017 5.237
C 0.768 -2.135 5.129
H 2.727 -0.179 -1.102
H -3.166 1.411 -6.402
H -0.822 -4.098 2.475
H 2.581 -1.350 1.631
H -0.969 0.626 -6.583
Ga -0.060 -1.924 1.110
C -2.769 1.187 -5.302
Cs 2.087 -2.139 -5.121
H -1.086 -3.411 4.744
H 0.968 1.808 -1.021
O -0.552 0.751 5.078
C -1.627 1.508 4.408
H -1.231 -0.496 -5.091
H -2.753 2.168 -4.651
S -0.070 -0.145 -2.157
N -0.253 1.434 -4.581
C -2.924 0.461 4.317
H -1.215 -1.714 3.906
C -0.019 -3.253 2.725
H 2.643 0.812 0.521
H 2.330 -2.252 -0.025
C 1.552 -0.765 4.662
C 0.680 0.615 -3.742
C 2.070 0.022 -0.126
H -2.740 -0.233 3.370
H 2.344 1.962 -6.378
H -3.413 0.364 -4.753
H 1.239 1.427 4.115
C 1.239 2.365 -6.587
H -0.119 0.899 0.223
C -1.193 0.640 -5.437
H -1.335 1.892 3.325
H 1.400 3.430 -7.100
H -2.853 -0.240 5.255
H -0.722 -2.715 -0.116
H 1.084 3.139 -4.444
S 2.320 0.276 -4.013
H 0.743 1.691 -7.402
C 0.563 0.447 4.167
C 0.676 0.714 -0.643
C -0.469 -2.583 4.151
```

* energy: -3462.1792 Ha
* HOMO-LUMO gap: 4.620 eV
* HOMO energy: -6.590 eV
* largest force on an atom: 0.0885 Eh/bohr

# 6
6 unconnected molecules or ions with the total composition C15H33F3N16O8PS2, computed with ωB97M-V/def2-TZVPD.

Geometry as XYZ:
```
78
Properties=species:S:1:pos:R:3
N -1.154 -6.647 -4.057
O -9.116 -5.035 -0.236
N -2.580 0.878 0.425
H 6.761 3.502 -1.803
H 6.096 5.027 -2.281
F 2.059 1.101 -1.086
H -2.449 -5.218 -5.692
F 2.053 1.671 1.835
H -0.675 -7.136 -3.322
C 4.679 3.606 -1.980
H -1.267 2.426 1.105
P -6.488 2.462 1.954
C -1.232 1.454 0.578
O 3.714 4.314 -2.248
H 11.565 3.872 3.924
N 5.961 4.068 -2.020
H -8.947 -1.995 -1.141
N -5.995 1.061 1.052
H -7.652 1.372 3.315
H -2.436 -1.292 -1.897
N 4.555 2.304 -1.621
N -2.471 -4.894 -4.743
H 3.623 1.933 -1.583
C -0.402 1.533 -0.739
N 8.212 1.159 1.285
C -8.734 -3.884 -0.252
C -3.031 -0.245 -0.129
H -7.357 -4.080 1.228
O -0.494 -3.803 0.414
H 13.216 2.374 1.190
H -1.262 -1.573 1.963
H -1.118 -1.097 -0.629
N 6.584 -0.449 1.468
O 6.746 0.818 -0.406
H 8.664 1.886 0.756
H -1.106 -7.005 -4.992
O -6.860 3.604 0.886
N -7.757 -3.421 0.585
H -0.679 0.774 1.261
N -3.663 1.523 0.916
N -1.552 -2.551 2.068
H -2.481 -3.470 -1.178
O -7.897 2.035 2.640
H 6.902 -0.704 2.383
C -1.403 -3.126 0.734
O 10.739 2.399 1.228
F 1.226 3.575 0.930
H 8.565 0.937 2.196
H -7.425 -2.474 0.590
C -1.837 -5.524 -3.712
N 10.984 3.481 3.207
C 11.469 2.868 2.089
H 5.339 1.709 -1.397
C -2.494 -2.766 -0.311
H -9.968 -3.255 -1.740
S -8.938 1.473 -0.774
H -2.552 -2.508 2.278
H 13.443 3.196 2.695
S -5.267 2.986 3.343
C 1.077 1.655 -0.327
O -1.879 -5.111 -2.562
N -7.008 0.122 0.674
N -9.248 -2.950 -1.110
N 12.825 2.818 2.002
H -0.676 2.468 -1.279
H -2.987 -4.062 -4.526
H -3.526 -2.797 0.095
H 5.801 -0.936 1.071
H -0.564 0.694 -1.430
H -3.537 2.424 1.367
H 9.987 3.537 3.304
C -4.734 0.768 0.677
H -6.221 4.337 0.907
C 1.465 2.276 0.825
N -4.377 -0.350 0.003
C 7.158 0.531 0.712
C -2.186 -1.297 -0.819
C -7.789 0.643 -0.136
```

* net charge: +1
* energy: -3506.5974 Ha
* HOMO-LUMO gap: 6.568 eV
* HOMO energy: -10.576 eV
* largest force on an atom: 0.0453 Eh/bohr